1.
Density functional theory data (the ωB97M-V functional and the def2-TZVPD basis) for a 8-piece molecular cluster, C40H91FN5O23S7 overall in a non-equilibrium geometry.

Each line ends with the Mulliken charge.
Atoms and positions in Å:
1 C 3.5474 1.5188 4.6143  -1.217
2 C 2.7291 2.4415 3.6735  -0.612
3 C 1.9510 1.6684 2.5392  0.306
4 C 2.9915 0.8556 1.7218  -0.807
5 C 2.4403 0.1672 0.4174  -0.689
6 C 1.0429 0.6919 -0.0636  -1.017
7 N 0.7772 0.1522 -1.4114  0.896
8 N 0.0844 -1.0926 -1.4697  -1.304
9 C -1.2028 -0.9418 -1.5813  0.943
10 C -2.1394 -0.2574 -0.5636  -1.035
11 C -1.8762 -1.5458 -2.8232  -0.883
12 C 1.1092 0.6690 -2.5805  0.707
13 N 0.8426 0.0405 -3.7574  -0.479
14 C 1.3448 0.8229 -4.7466  -0.142
15 C 1.2722 0.5078 -6.2298  0.846
16 C 2.6762 -0.0880 -6.6696  -1.535
17 C 0.1535 -0.5420 -6.5468  -0.544
18 C 0.4289 -1.3750 -7.8527  -1.282
19 N 1.8853 1.8958 -4.1425  0.160
20 C 2.5219 2.8892 -5.0139  -1.562
21 C 1.4763 3.9800 -5.4035  0.210
22 O 2.0388 4.9406 -6.2719  -0.575
23 N 1.7485 1.8779 -2.7905  0.752
24 C 2.2166 2.9537 -1.9513  -0.903
25 C 3.5900 2.6876 -1.2666  0.469
26 O 3.9257 3.2403 -0.3178  -0.321
27 F 4.3677 1.7859 -1.9263  -0.283
28 H 4.3749 1.0112 4.0764  0.316
29 H 2.9328 0.8056 5.1987  0.205
30 H 4.0585 2.1683 5.3630  0.414
31 H 2.0545 3.1356 4.2194  0.432
32 H 3.4517 3.1011 3.1348  0.208
33 H 1.1324 1.0554 2.9655  0.100
34 H 1.4580 2.4790 1.9485  0.159
35 H 3.3310 0.0296 2.3849  0.399
36 H 3.9154 1.4311 1.5012  0.321
37 H 3.2145 0.1916 -0.3771  0.153
38 H 2.2903 -0.9110 0.6456  0.545
39 H 0.8969 1.7772 0.0526  0.085
40 H 0.3061 0.2151 0.6119  0.418
41 H -2.1060 0.8504 -0.5628  0.244
42 H -1.9386 -0.6889 0.4377  0.271
43 H -3.1882 -0.5347 -0.8033  0.355
44 H -2.9634 -1.7014 -2.6963  0.321
45 H -1.3415 -2.4403 -3.1957  0.343
46 H -1.7500 -0.7690 -3.6146  0.116
47 H 1.1678 1.4569 -6.7911  0.371
48 H 2.7788 -0.0009 -7.7668  0.371
49 H 2.7355 -1.1658 -6.4312  0.348
50 H 3.5151 0.4321 -6.1645  0.409
51 H 0.1718 -1.2659 -5.7040  0.282
52 H -0.8401 -0.0601 -6.6483  0.318
53 H 1.1682 -2.1518 -7.5715  0.258
54 H -0.4608 -1.9229 -8.2083  0.497
55 H 0.8517 -0.7117 -8.6289  0.236
56 H 3.0527 2.4571 -5.8786  0.446
57 H 3.3120 3.4013 -4.4145  0.532
58 H 1.1074 4.4184 -4.4456  0.115
59 H 0.6184 3.4275 -5.8591  0.298
60 H 1.2855 5.4752 -6.5714  0.391
61 H 1.4722 3.2984 -1.2106  0.254
62 H 2.4099 3.8564 -2.5750  0.491
63 O 0.8896 7.1898 1.7748  -0.644
64 S 1.5465 8.2986 1.1478  1.373
65 O 1.1568 8.7527 -0.1539  -0.590
66 O 3.1258 8.0322 1.1502  -0.329
67 C 3.5985 6.8024 0.5864  -0.298
68 C 3.5854 6.8369 -0.9300  -0.789
69 C 1.5515 9.6730 2.2519  -1.066
70 H 3.0176 5.9595 0.9685  0.262
71 H 4.6220 6.6717 0.9368  0.285
72 H 2.5634 6.8782 -1.3120  0.118
73 H 4.0633 5.9438 -1.3380  0.303
74 H 4.1049 7.7197 -1.3041  0.352
75 H 1.8874 9.3378 3.2302  0.332
76 H 0.5326 10.0515 2.3118  0.385
77 H 2.2114 10.4407 1.8538  0.335
78 O -0.6180 0.6747 4.3785  -0.643
79 S -1.8546 1.2426 4.8348  1.333
80 O -1.8760 2.3654 5.7187  -0.665
81 O -2.7634 0.0832 5.4432  -0.319
82 C -2.2048 -0.7467 6.4820  -0.311
83 C -2.1884 -0.0363 7.8210  -1.069
84 C -2.8720 1.6068 3.4390  -0.977
85 H -1.2070 -1.0881 6.2045  0.355
86 H -2.8394 -1.6295 6.5504  0.261
87 H -1.4921 0.8033 7.8133  0.270
88 H -1.8825 -0.7222 8.6118  0.393
89 H -3.1753 0.3646 8.0578  0.314
90 H -2.8922 0.7405 2.7814  0.199
91 H -2.4339 2.4612 2.9252  0.396
92 H -3.8716 1.8550 3.7885  0.390
93 O 0.9747 -3.8074 9.4563  -0.546
94 S 1.1856 -3.3722 8.1105  1.104
95 O 0.0979 -2.9178 7.2941  -0.538
96 O 1.9927 -4.5008 7.3216  -0.317
97 C 1.4643 -5.8395 7.3182  -0.044
98 C 0.2974 -5.9852 6.3603  -1.026
99 C 2.4517 -2.1442 8.0910  -1.010
100 H 1.1874 -6.1421 8.3306  0.095
101 H 2.2776 -6.4907 6.9998  0.272
102 H -0.5659 -5.4121 6.7009  0.267
103 H -0.0020 -7.0309 6.2798  0.411
104 H 0.5624 -5.6128 5.3692  0.260
105 H 3.2964 -2.5003 8.6758  0.369
106 H 2.0403 -1.2388 8.5345  0.379
107 H 2.7421 -1.9553 7.0598  0.325
108 O 0.2646 -8.3798 12.2737  -0.673
109 S 0.9607 -7.1480 12.0535  1.257
110 O 1.7835 -6.9474 10.8980  -0.580
111 O 1.8131 -6.7928 13.3609  -0.288
112 C 2.7320 -7.7763 13.8604  -0.372
113 C 4.0017 -7.8376 13.0331  -0.964
114 C -0.1904 -5.8131 12.1675  -0.953
115 H 2.2495 -8.7546 13.9175  0.332
116 H 2.9783 -7.4787 14.8795  0.271
117 H 3.8006 -8.2174 12.0310  0.282
118 H 4.7331 -8.4962 13.5036  0.384
119 H 4.4372 -6.8435 12.9213  0.260
120 H -0.7887 -5.9407 13.0667  0.367
121 H -0.8263 -5.8459 11.2848  0.362
122 H 0.3587 -4.8745 12.1933  0.294
123 O -5.7291 -1.8655 -2.6728  -0.532
124 S -7.1582 -1.9756 -2.6001  1.099
125 O -7.8203 -3.2198 -2.8326  -0.594
126 O -7.8123 -0.8556 -3.5359  -0.276
127 C -7.4070 -0.7973 -4.9125  -0.268
128 C -8.0575 -1.8879 -5.7416  -1.019
129 C -7.7106 -1.3221 -1.0576  -0.981
130 H -6.3180 -0.8367 -4.9913  0.266
131 H -7.7221 0.1773 -5.2856  0.284
132 H -7.6943 -2.8739 -5.4500  0.305
133 H -7.8368 -1.7463 -6.8005  0.386
134 H -9.1389 -1.8865 -5.5998  0.273
135 H -7.2404 -0.3550 -0.8950  0.312
136 H -7.4143 -2.0220 -0.2781  0.374
137 H -8.7940 -1.2301 -1.0834  0.349
138 O 0.6420 -3.8550 -9.7569  -0.544
139 S 0.9987 -4.5110 -10.9821  1.149
140 O 0.0425 -4.7078 -12.0260  -0.603
141 O 1.6894 -5.9111 -10.6385  -0.291
142 C 0.9799 -6.8317 -9.7933  -0.293
143 C -0.1287 -7.5477 -10.5403  -0.988
144 C 2.4240 -3.7262 -11.6640  -0.982
145 H 0.5941 -6.3181 -8.9097  0.276
146 H 1.7128 -7.5605 -9.4478  0.280
147 H -0.9232 -6.8565 -10.8234  0.296
148 H -0.5667 -8.3288 -9.9174  0.386
149 H 0.2525 -7.9962 -11.4586  0.268
150 H 3.1714 -3.6110 -10.8824  0.313
151 H 2.1161 -2.7516 -12.0388  0.368
152 H 2.8037 -4.3363 -12.4804  0.354
153 O -3.6285 4.1797 -2.9626  -0.672
154 S -2.9813 5.0964 -3.8526  1.136
155 O -1.5992 4.9388 -4.2055  -0.445
156 O -3.2111 6.5848 -3.3270  -0.273
157 C -2.8418 6.8968 -1.9705  -0.622
158 C -1.3418 7.0620 -1.8132  -0.386
159 C -3.9317 5.2359 -5.3315  -1.034
160 H -3.2306 6.1393 -1.2865  0.323
161 H -3.3361 7.8361 -1.7253  0.324
162 H -0.8236 6.1137 -1.9666  -0.011
163 H -1.0976 7.4216 -0.8130  0.296
164 H -0.9519 7.7669 -2.5487  0.282
165 H -4.9738 5.3965 -5.0662  0.363
166 H -3.8222 4.3040 -5.8839  0.376
167 H -3.5462 6.0654 -5.9202  0.323

Forces on atoms 1 to 3 (eV/Å):
0.310 0.889 0.492
0.027 -0.282 -0.644
0.668 1.072 0.477

Properties
Multiplicity: 1
E_tot: -6469.7618 Ha
Net charge: +1

=====

2.
Density functional theory data (the ωB97M-V functional and the def2-TZVPD basis) for a 10-piece molecular cluster, C40H93N5O10 overall in a non-equilibrium geometry.

Each line ends with the Mulliken charge.
Atoms and positions in Å:
1 C 3.2051 0.0266 -2.7689  -0.508
2 C 4.4922 0.0090 -1.9592  0.539
3 C 4.3182 -0.3730 -0.4512  1.039
4 O 5.5769 -0.4789 0.1432  -0.545
5 C 5.6014 -1.0216 1.4820  -0.527
6 N 5.3651 -0.9803 -2.5614  -0.741
7 H 2.6008 -0.8636 -2.5945  -0.228
8 H 3.4080 0.0550 -3.8395  0.503
9 H 2.5737 0.8639 -2.4715  -0.135
10 H 4.9225 0.9990 -2.1109  0.454
11 H 3.7238 -1.2861 -0.4175  -0.511
12 H 3.7858 0.3762 0.1348  -0.364
13 H 6.6467 -1.0796 1.7857  0.288
14 H 5.2430 -2.0492 1.4205  0.252
15 H 5.0782 -0.3885 2.1985  0.128
16 H 4.6413 -1.6367 -2.8171  0.174
17 H 5.6810 -0.6795 -3.4724  0.339
18 C 5.9285 2.2472 3.3266  -1.770
19 C 4.6103 2.6868 2.6463  1.803
20 C 3.5893 3.1627 3.7187  -1.153
21 O 2.8648 2.0466 4.2436  -0.315
22 C 1.7828 2.4196 5.1154  -0.938
23 N 4.9099 3.7069 1.6905  -0.571
24 H 5.6605 1.3762 3.9246  0.383
25 H 6.3336 2.9524 4.0523  0.447
26 H 6.6544 1.8594 2.6120  0.469
27 H 4.1014 1.8357 2.1938  -0.771
28 H 2.8466 3.7895 3.2253  0.360
29 H 3.9930 3.7769 4.5237  0.580
30 H 0.9198 2.9245 4.6814  0.374
31 H 2.1028 2.9382 6.0192  0.394
32 H 1.4044 1.4852 5.5299  0.301
33 H 5.5512 3.3421 1.0007  0.253
34 H 5.5194 4.3108 2.2234  0.299
35 C 0.9016 1.3312 1.1582  -1.472
36 C 0.4124 0.9835 -0.2111  2.193
37 C -1.0008 0.3922 -0.2924  0.007
38 O -0.9440 -0.9182 0.3936  0.168
39 C -2.2288 -1.5290 0.4957  -0.629
40 N 0.5244 2.1559 -1.0676  0.307
41 H 0.8172 0.4435 1.7852  0.106
42 H 0.1916 2.0506 1.5661  0.634
43 H 1.8954 1.7780 1.1869  -0.073
44 H 1.0742 0.1950 -0.5694  -1.140
45 H -1.3250 0.2465 -1.3229  -0.592
46 H -1.5984 1.1386 0.2308  0.127
47 H -2.1805 -2.5120 0.9641  0.443
48 H -2.6926 -1.7470 -0.4663  -0.034
49 H -2.9579 -0.9564 1.0690  -0.010
50 H 1.4883 2.4571 -1.0492  -0.325
51 H 0.0787 2.9830 -0.6972  0.159
52 C 3.2669 4.2135 -3.1745  -1.633
53 C 2.9782 4.5750 -1.7203  0.340
54 C 1.7427 5.5021 -1.4385  -0.446
55 O 1.8539 6.6624 -2.2357  -0.390
56 C 0.7457 7.5467 -2.0838  -0.748
57 N 3.1896 3.4976 -0.8266  -0.547
58 H 3.1746 5.0304 -3.8903  0.413
59 H 2.4418 3.5867 -3.5129  0.309
60 H 4.2221 3.6996 -3.2819  0.368
61 H 3.7634 5.2667 -1.4151  0.572
62 H 1.5726 5.6456 -0.3715  0.553
63 H 0.8339 5.0347 -1.8175  0.034
64 H 1.0466 8.4735 -2.5722  0.309
65 H 0.5096 7.7601 -1.0412  0.331
66 H -0.1843 7.2195 -2.5485  0.251
67 H 4.1372 3.1834 -0.9797  0.232
68 H 3.2818 3.8767 0.1050  -0.074
69 C 1.0996 -3.2056 -4.1119  -1.903
70 C 0.4738 -4.0978 -3.0342  2.185
71 C 0.4028 -5.4654 -3.6080  -1.554
72 C 0.1924 -6.6111 -2.5718  -0.635
73 C 1.2305 -6.5009 -1.5327  -0.907
74 C 1.3323 -5.1214 -0.7770  1.535
75 N 1.3262 -4.0602 -1.8457  0.067
76 O 1.4783 -2.7917 -1.3201  0.574
77 C 0.1615 -5.0066 0.2511  -1.712
78 C 2.6709 -5.0899 -0.0304  -1.958
79 C -0.9817 -3.6054 -2.7036  -2.000
80 H 0.8937 -2.1658 -3.8579  0.334
81 H 0.6726 -3.4186 -5.0919  0.454
82 H 2.1834 -3.3014 -4.1782  0.404
83 H -0.3527 -5.5632 -4.3876  0.450
84 H 1.3441 -5.6604 -4.1219  0.479
85 H 0.2757 -7.6267 -2.9587  0.422
86 H -0.8198 -6.5057 -2.1813  0.343
87 H 2.1685 -6.7427 -2.0325  0.283
88 H 0.9465 -7.2803 -0.8256  0.405
89 H 0.2979 -4.1852 0.9545  0.453
90 H -0.8004 -4.8322 -0.2312  0.333
91 H 0.0213 -5.9728 0.7358  0.463
92 H 3.4471 -5.2952 -0.7677  0.434
93 H 2.8534 -4.0628 0.2856  0.420
94 H 2.8002 -5.7292 0.8429  0.366
95 H -1.6193 -4.3094 -2.1687  0.271
96 H -1.5377 -3.3175 -3.5958  0.510
97 H -0.9047 -2.7075 -2.0905  0.344
98 H 0.5721 -2.6113 -1.0597  -0.028
99 C -3.0976 -0.5231 4.6714  -0.703
100 C -1.7277 0.1478 4.9545  0.590
101 O -1.6803 1.1043 5.7003  -0.571
102 C -0.4566 -0.3307 4.2647  0.334
103 H -3.6377 0.0640 3.9286  -0.014
104 H -3.7161 -0.5962 5.5659  0.431
105 H -3.0312 -1.5273 4.2528  0.281
106 H -0.7918 -0.7769 3.3284  -0.300
107 H -0.0759 -1.1320 4.8979  0.483
108 H 0.3155 0.4245 4.1173  -0.546
109 C -3.0677 0.4615 -3.7213  -0.790
110 C -3.8496 -0.5624 -2.9969  0.884
111 O -4.2334 -0.3123 -1.8569  -0.442
112 C -4.0990 -1.8926 -3.6840  -1.526
113 H -2.5787 -0.1067 -4.5125  0.406
114 H -2.2273 0.8948 -3.1791  0.045
115 H -3.7241 1.2022 -4.1780  0.309
116 H -3.3246 -2.1044 -4.4212  0.441
117 H -5.0170 -1.9007 -4.2717  0.434
118 H -4.0942 -2.7642 -3.0296  0.351
119 C -2.3580 4.1625 -2.2047  -0.860
120 C -2.4357 4.2406 -0.6842  1.178
121 O -1.5651 3.9029 0.1112  -0.598
122 C -3.6732 4.7785 -0.1117  -1.264
123 H -3.3339 4.2991 -2.6706  0.428
124 H -1.8375 3.2681 -2.5470  0.056
125 H -1.7993 5.0514 -2.4973  0.147
126 H -3.8772 5.6625 -0.7159  0.497
127 H -3.5844 5.0382 0.9431  0.297
128 H -4.4887 4.0553 -0.1230  0.073
129 C -6.9110 0.1608 0.8960  -1.217
130 C -6.0318 0.9936 1.8103  0.679
131 O -6.2016 0.9894 2.9999  -0.567
132 C -4.9594 1.8033 1.0768  -0.874
133 H -7.3947 0.7478 0.1153  0.427
134 H -7.6863 -0.3400 1.4758  0.346
135 H -6.1780 -0.5126 0.4519  0.212
136 H -4.4842 2.4541 1.8107  0.424
137 H -5.4329 2.4027 0.2993  0.530
138 H -4.2192 1.1750 0.5813  0.112
139 C -5.5695 -5.0616 4.1410  -1.189
140 C -5.4015 -4.0742 2.9152  0.540
141 O -5.0416 -4.3961 1.8342  -0.548
142 C -5.6831 -2.6026 3.0684  -0.100
143 H -5.1675 -6.0065 3.7754  0.351
144 H -6.6422 -5.2071 4.2679  0.323
145 H -5.0485 -4.6884 5.0227  0.340
146 H -5.8774 -2.3564 4.1124  0.314
147 H -6.6508 -2.4359 2.5954  0.344
148 H -4.8482 -2.0495 2.6381  -0.375

Forces on atoms 1 to 3 (eV/Å):
-0.898 0.429 0.796
-0.033 0.470 0.167
0.119 1.005 -0.549

Properties
<S²>: 0.754
Multiplicity: 2
E_tot: -2605.5483 Ha
Net charge: +1